Density functional theory data (ωB97M-V/def2-TZVPD) for a cluster of 6 separate species, C32H46BrIN3O10 in total at a distorted geometry.

Last column: Mulliken charge in e.
Positions of all 93 atoms, in Å:
N 3.2835 0.6876 -1.0802  -0.0486
C 3.0095 1.6640 -1.9046  -0.0042
N 2.7254 3.0044 -1.4572  -0.2794
C 1.4995 3.5440 -2.0891  -0.6312
Br 1.4029 5.4551 -1.5479  -0.0519
C 1.4901 3.4292 -3.6759  -0.0357
C 0.2655 2.5099 -4.0430  -0.6449
C -1.1471 3.1261 -3.5787  -0.8871
C -1.7686 2.0448 -2.6019  0.4428
C -2.0578 0.7282 -3.2176  -0.3488
C -2.5923 -0.3551 -2.3919  -0.8216
C -2.8340 -0.0772 -0.9775  -0.0318
C -2.5730 1.2293 -0.3528  -0.4269
C -2.0377 2.3178 -1.1793  -0.4399
C 2.8285 2.6697 -4.0778  -0.9989
I 2.9440 2.1608 -6.1772  0.1365
N 2.9998 1.4157 -3.2917  -0.3101
H 3.6062 -0.2228 -1.4218  0.2326
H 3.2640 0.7931 -0.0616  0.3690
H 3.5585 3.5681 -1.6588  0.3965
H 0.6299 3.0308 -1.6050  0.3866
H 1.4412 4.4649 -4.0920  0.7878
H 0.1534 2.3162 -5.1453  0.3598
H 0.4563 1.5132 -3.5486  0.4279
H -1.8061 3.2213 -4.4760  0.3554
H -1.0333 4.1113 -3.0582  0.3613
H -1.8296 0.5770 -4.3054  0.3595
H -2.7653 -1.3380 -2.8882  0.3870
H -3.2210 -0.9168 -0.3320  0.2137
H -2.7574 1.4278 0.7303  0.4452
H -1.8120 3.3489 -0.8242  0.3575
H 3.7239 3.3152 -3.8584  0.5676
H 3.8077 0.8675 -3.5989  0.4147
O 0.8061 -4.7139 -7.4590  -0.5442
C 1.4429 -3.7954 -7.0379  0.4269
O 0.8888 -2.6486 -6.5498  -0.3549
C 1.9246 -1.7132 -6.2316  0.1169
C 3.1740 -2.5500 -6.0369  -0.5447
C 2.9495 -3.6991 -7.0044  -0.4006
H 2.0229 -1.0068 -7.0608  0.0662
H 1.6551 -1.1624 -5.3289  0.0318
H 4.0963 -1.9960 -6.2183  0.3315
H 3.2074 -2.9336 -5.0131  0.3061
H 3.3128 -3.4654 -8.0069  0.2544
H 3.3927 -4.6242 -6.6421  0.2997
O -4.1376 -2.2986 1.5787  -0.6467
C -3.4374 -1.8678 2.4573  0.6260
O -2.0974 -1.6726 2.3343  -0.3950
C -1.5584 -1.2541 3.5996  0.2054
C -2.7321 -0.6782 4.3615  -0.4553
C -3.8917 -1.5114 3.8493  -0.0859
H -1.1268 -2.1244 4.0996  -0.4296
H -0.7732 -0.5151 3.4363  0.3853
H -2.6046 -0.7194 5.4431  0.4498
H -2.8809 0.3676 4.0797  0.1429
H -4.0204 -2.4298 4.4273  0.3747
H -4.8131 -0.9412 3.8248  -0.1819
O -5.3656 1.0522 3.3452  -0.5360
C -6.3941 1.1631 3.9563  0.5661
O -6.5314 0.8253 5.2623  -0.3506
C -7.9052 0.9742 5.6559  -0.4300
C -8.5004 1.9471 4.6595  -0.4995
C -7.7120 1.6407 3.3980  -0.5060
H -8.3861 -0.0066 5.6181  0.2718
H -7.9542 1.3512 6.6768  0.3036
H -9.5784 1.8378 4.5426  0.3267
H -8.2991 2.9733 4.9776  0.2723
H -8.1658 0.8338 2.8189  0.2784
H -7.5773 2.5267 2.7807  0.3020
O -0.6260 -3.1269 6.4784  -0.5629
C -0.1978 -4.1773 6.0873  0.5130
O 0.9340 -4.7550 6.5644  -0.3615
C 1.2226 -5.9427 5.8113  -0.4093
C -0.0996 -6.3575 5.1997  -0.5963
C -0.7893 -5.0221 4.9835  -0.2881
H 1.9735 -5.7008 5.0542  0.2508
H 1.6252 -6.7072 6.4749  0.3189
H 0.0129 -6.9473 4.2900  0.3377
H -0.6696 -6.9526 5.9177  0.2847
H -0.5295 -4.5798 4.0190  0.2379
H -1.8695 -5.1039 5.0893  0.3069
O 9.1301 1.5539 -0.9814  -0.5232
C 8.0923 1.9831 -0.5810  0.4093
O 6.9953 1.2052 -0.3282  -0.4444
C 5.8920 2.0385 0.0316  0.0986
C 6.5073 3.3352 0.5203  -0.6787
C 7.7677 3.4344 -0.3232  -0.3667
H 5.2659 2.1839 -0.8521  -0.1235
H 5.3015 1.5482 0.8079  0.3567
H 5.8419 4.1935 0.4194  0.3555
H 6.7773 3.2418 1.5747  0.2830
H 7.5819 3.9314 -1.2777  0.2404
H 8.5753 3.9265 0.2142  0.3432

Charge = +1
Spin multiplicity = 1
E_HOMO = -10.8 eV
Gap between HOMO and LUMO = 0.2444 Eh

=====

Density functional theory data (ωB97M-V/def2-TZVPD) for a structure of composition C3H2N2O2 at a distorted geometry.

Last column: natural (NBO) charge in e.
Positions of all 9 atoms, in Å:
O -1.5390 -0.0181 -0.6105  -0.4529
C -2.0528 0.5764 0.4712  0.1476
C -0.2371 -0.1645 -0.2461  0.7674
N 0.6370 0.7765 -0.2366  -0.4979
C 1.7530 0.0420 0.0584  0.1493
N 1.5591 -1.2346 0.2336  -0.1351
O 0.1827 -1.3692 0.0411  -0.2805
H -3.0471 0.9206 0.1638  0.0850
H 2.7442 0.4708 0.1251  0.2171

ΔE to the lowest compared entry with this formula, charge and spin = 109.3 kcal/mol
Spin multiplicity = 1
E_HOMO = -9.8 eV
Gap between HOMO and LUMO = 0.3462 Eh